{
  "formula": "C24H36HoN4O6S",
  "method": "ωB97M-V/def2-TZVPD",
  "elements": ["Ho", "C", "O", "C", "C", "O", "C", "C", "O", "C", "H", "H", "H", "H", "H", "H", "H", "H", "H", "H", "H", "H", "H", "H", "O", "C", "O", "C", "C", "C", "C", "C", "C", "C", "C", "C", "N", "H", "H", "H", "H", "H", "H", "C", "C", "C", "C", "O", "H", "H", "H", "H", "H", "H", "H", "H", "H", "C", "C", "C", "N", "N", "C", "N", "S", "H", "H", "H", "H", "H", "H", "H"],
  "positions_angstrom": [[-0.04, 0.21, 0.27], [-3.33, -0.86, -0.91], [-1.93, -1.09, -0.85], [-1.62, -2.47, -1.09], [-0.14, -2.68, -0.89], [0.53, -1.54, -1.43], [1.96, -1.65, -1.46], [2.47, -0.39, -2.09], [1.88, 0.72, -1.41], [2.34, 1.98, -1.89], [-3.86, -1.32, -0.05], [-3.49, 0.23, -0.86], [-3.75, -1.24, -1.85], [-2.18, -3.11, -0.40], [-1.93, -2.72, -2.13], [0.10, -2.78, 0.18], [0.17, -3.61, -1.41], [2.31, -1.75, -0.41], [2.26, -2.53, -2.05], [3.58, -0.33, -2.03], [2.20, -0.33, -3.17], [3.43, 2.06, -1.76], [2.08, 2.11, -2.95], [1.84, 2.75, -1.28], [-0.60, 4.31, 1.22], [-0.67, 3.19, 0.69], [-0.08, 2.12, 1.18], [-1.37, 3.00, -0.60], [-2.19, 4.05, -1.10], [-2.74, 3.94, -2.35], [-2.45, 2.80, -3.13], [-2.92, 2.64, -4.45], [-2.54, 1.56, -5.21], [-1.68, 0.59, -4.67], [-1.22, 0.70, -3.37], [-1.60, 1.79, -2.57], [-1.11, 1.89, -1.29], [-2.33, 4.93, -0.47], [-3.39, 4.72, -2.75], [-3.57, 3.42, -4.86], [-2.88, 1.46, -6.24], [-1.36, -0.26, -5.28], [-0.56, -0.05, -2.93], [-2.33, 0.07, 2.68], [-1.26, -1.03, 2.80], [-0.20, -0.59, 3.81], [-1.89, -2.35, 3.21], [-0.63, -1.20, 1.55], [-2.77, 0.30, 3.68], [-3.15, -0.24, 2.01], [-1.91, 1.02, 2.30], [-0.65, -0.47, 4.82], [0.24, 0.40, 3.54], [0.62, -1.33, 3.86], [-2.29, -2.28, 4.25], [-1.14, -3.17, 3.18], [-2.73, -2.62, 2.54], [4.50, -3.19, 2.13], [3.60, -2.47, 3.12], [3.17, -1.14, 2.63], [2.34, -0.98, 1.65], [2.06, 0.34, 1.37], [2.71, 1.16, 2.16], [2.61, 2.51, 2.04], [3.73, 0.37, 3.32], [4.81, -4.17, 2.53], [5.41, -2.60, 1.91], [3.98, -3.35, 1.16], [4.09, -2.32, 4.09], [2.68, -3.07, 3.32], [1.70, 2.84, 1.67], [3.05, 3.09, 2.75]],
  "mulliken_spin": [4.059, 0.000, -0.007, 0.001, 0.000, -0.007, -0.001, 0.000, -0.006, 0.000, 0.000, 0.000, 0.000, 0.000, 0.000, 0.000, 0.000, 0.001, 0.000, 0.000, 0.000, 0.000, 0.000, 0.000, 0.000, -0.003, -0.012, 0.004, 0.000, 0.000, 0.000, 0.000, 0.000, 0.000, 0.002, -0.001, -0.012, 0.000, 0.000, 0.000, 0.000, 0.000, 0.001, 0.005, -0.002, 0.001, 0.000, -0.020, 0.000, 0.000, -0.002, 0.000, 0.000, 0.000, 0.000, 0.000, 0.000, 0.000, 0.000, 0.000, -0.001, -0.001, 0.001, 0.000, 0.000, 0.000, 0.000, 0.000, 0.000, 0.000, 0.000, 0.000],
  "total_charge": 1,
  "spin_multiplicity": 5,
  "total_energy_ha": -2952.8212,
  "lumo_energy_ev": [-3.09, -3.09],
  "orbital_gap_ev": [8.58, 8.58]
}

{
  "formula": "C24H36N2O5PSSe2Sr",
  "method": "ωB97M-V/def2-TZVPD",
  "elements": ["Sr", "C", "C", "O", "C", "C", "O", "C", "C", "O", "C", "C", "O", "C", "C", "O", "H", "H", "H", "H", "H", "H", "H", "H", "H", "H", "H", "H", "H", "H", "H", "H", "H", "H", "H", "H", "Se", "P", "Se", "C", "C", "C", "C", "C", "C", "C", "C", "C", "C", "C", "C", "H", "H", "H", "H", "H", "H", "H", "H", "H", "H", "C", "N", "C", "N", "S", "H", "H", "H", "H", "H", "H"],
  "positions_angstrom": [[-0.23, -0.27, 0.16], [1.52, -0.09, -2.86], [2.49, 0.67, -1.98], [1.82, 1.32, -0.91], [1.53, 2.71, -1.06], [0.09, 2.98, -0.65], [-0.33, 2.21, 0.47], [0.11, 2.56, 1.78], [1.45, 1.95, 2.17], [1.41, 0.54, 1.94], [2.67, -0.11, 1.97], [2.54, -1.54, 1.49], [1.89, -1.54, 0.22], [2.23, -2.48, -0.78], [1.22, -2.34, -1.93], [0.73, -1.02, -2.12], [2.07, -0.62, -3.66], [0.80, 0.58, -3.33], [3.05, 1.39, -2.58], [3.21, -0.01, -1.52], [1.65, 3.02, -2.10], [2.24, 3.28, -0.45], [-0.58, 2.69, -1.46], [-0.07, 4.04, -0.44], [-0.67, 2.19, 2.45], [0.16, 3.65, 1.88], [1.63, 2.15, 3.23], [2.27, 2.38, 1.58], [3.07, -0.11, 2.99], [3.36, 0.44, 1.32], [1.96, -2.15, 2.18], [3.55, -1.97, 1.38], [2.18, -3.50, -0.40], [3.26, -2.28, -1.11], [0.34, -2.95, -1.74], [1.69, -2.70, -2.85], [-3.25, -0.38, -0.15], [-3.16, -1.76, 1.54], [-1.20, -1.90, 2.50], [-4.37, -1.28, 2.80], [-4.36, -1.97, 4.01], [-5.30, -1.68, 4.98], [-6.26, -0.69, 4.75], [-6.26, -0.01, 3.55], [-5.32, -0.30, 2.57], [-3.68, -3.40, 0.98], [-3.19, -4.55, 1.61], [-3.66, -5.80, 1.24], [-4.62, -5.91, 0.24], [-5.11, -4.77, -0.38], [-4.65, -3.52, -0.01], [-3.61, -2.72, 4.20], [-5.29, -2.21, 5.92], [-6.99, -0.46, 5.51], [-7.00, 0.76, 3.36], [-5.33, 0.24, 1.63], [-2.44, -4.45, 2.38], [-3.27, -6.68, 1.72], [-4.98, -6.89, -0.05], [-5.86, -4.86, -1.16], [-5.03, -2.64, -0.51], [-3.82, -0.52, -3.85], [-4.05, 0.70, -3.10], [-3.16, 1.68, -2.94], [-3.53, 2.72, -2.16], [-1.64, 1.66, -3.66], [-4.77, -0.89, -4.21], [-3.34, -1.27, -3.22], [-3.17, -0.29, -4.69], [-4.89, 0.73, -2.53], [-4.49, 2.84, -1.88], [-2.95, 3.53, -2.18]],
  "lowdin_charge": [1.155, -0.150, -0.148, -0.199, -0.145, -0.161, -0.290, -0.140, -0.157, -0.272, -0.154, -0.149, -0.315, -0.150, -0.147, -0.255, 0.144, 0.068, 0.141, 0.123, 0.139, 0.129, 0.051, 0.142, 0.144, 0.144, 0.146, 0.123, 0.146, 0.136, 0.118, 0.144, 0.144, 0.133, 0.140, 0.139, 0.294, 0.171, 0.260, -0.400, -0.105, -0.071, -0.074, -0.076, -0.110, -0.402, -0.114, -0.074, -0.075, -0.075, -0.110, 0.088, 0.109, 0.107, 0.106, 0.052, 0.060, 0.108, 0.107, 0.107, 0.070, -0.105, -0.090, -0.940, 0.094, 0.649, 0.090, 0.066, 0.054, 0.120, 0.110, 0.087],
  "de_lowest_ev": 0.419,
  "total_charge": 1,
  "total_energy_ha": -6994.9063,
  "lumo_energy_ev": -1.93,
  "orbital_gap_ev": 8.42
}

{
  "formula": "C24H36NO12P2Sn",
  "method": "ωB97M-V/def2-TZVPD",
  "elements": ["Sn", "O", "C", "O", "C", "O", "C", "C", "O", "O", "H", "H", "H", "H", "H", "C", "C", "O", "P", "O", "O", "O", "P", "O", "O", "O", "H", "H", "H", "H", "H", "H", "H", "C", "C", "C", "C", "C", "C", "C", "C", "N", "C", "C", "C", "C", "C", "C", "C", "C", "C", "C", "H", "H", "H", "H", "H", "H", "H", "H", "H", "H", "H", "H", "H", "H", "H", "H", "H", "H", "H", "H", "H", "H", "H", "H"],
  "positions_angstrom": [[-1.59, -0.44, 1.01], [-3.55, 3.60, 3.05], [-2.85, 2.66, 2.45], [-3.01, 1.47, 2.63], [-1.86, 3.25, 1.47], [-0.95, 2.27, 1.09], [0.22, 2.78, 0.43], [1.54, 2.33, 1.06], [2.49, 3.13, 0.38], [0.82, 0.25, 1.98], [-4.20, 3.20, 3.65], [-1.38, 4.11, 1.95], [-2.45, 3.64, 0.62], [0.23, 3.87, 0.51], [0.18, 2.52, -0.63], [-6.07, -2.94, 1.83], [-4.57, -2.81, 1.67], [-3.96, -4.11, 1.79], [-3.80, -1.91, 3.06], [-3.90, -2.88, 4.29], [-4.70, -0.68, 3.44], [-2.38, -1.48, 2.77], [-4.11, -2.04, 0.05], [-4.24, -0.44, 0.42], [-4.99, -2.42, -1.04], [-2.59, -2.19, 0.01], [-6.31, -3.56, 2.70], [-6.48, -3.42, 0.93], [-6.54, -1.97, 1.95], [-3.25, -4.20, 1.14], [-3.77, -3.80, 4.03], [-4.17, 0.15, 3.48], [-5.03, -0.04, 0.05], [-1.96, -2.28, -4.11], [-0.75, -1.43, -3.79], [0.13, -1.02, -4.78], [1.22, -0.22, -4.49], [2.15, 0.25, -5.58], [1.46, 0.15, -3.17], [0.60, -0.27, -2.16], [-0.52, -1.03, -2.48], [0.76, 0.17, -0.82], [1.86, 0.09, -0.18], [3.48, 2.52, -0.44], [4.65, 1.92, 0.38], [4.23, 1.78, 1.83], [3.20, 0.67, 2.01], [3.90, -0.66, 1.69], [4.29, -0.65, 0.22], [5.14, 0.58, -0.16], [3.01, -0.81, -0.59], [1.89, 0.82, 1.19], [-1.99, -2.54, -5.16], [-2.88, -1.76, -3.85], [-1.95, -3.21, -3.53], [-0.05, -1.32, -5.81], [1.84, -0.12, -6.55], [3.17, -0.10, -5.40], [2.19, 1.34, -5.62], [2.29, 0.81, -2.95], [-1.21, -1.34, -1.71], [3.83, 3.31, -1.09], [3.02, 1.77, -1.10], [5.48, 2.63, 0.33], [3.86, 2.73, 2.22], [5.11, 1.52, 2.43], [2.88, 0.69, 3.06], [3.26, -1.52, 1.89], [4.78, -0.75, 2.34], [4.90, -1.53, 0.00], [5.24, 0.62, -1.25], [6.15, 0.41, 0.22], [2.62, -1.82, -0.39], [3.19, -0.77, -1.66], [1.52, 2.68, 2.11], [1.21, -0.27, 2.69]],
  "nbo_charge": [1.672, -0.638, 0.817, -0.662, -0.171, -0.559, -0.070, 0.075, -0.539, -0.761, 0.510, 0.221, 0.219, 0.196, 0.211, -0.639, -0.488, -0.734, 2.409, -0.964, -0.985, -1.237, 2.360, -1.054, -1.061, -1.263, 0.232, 0.259, 0.231, 0.504, 0.538, 0.543, 0.534, -0.637, 0.036, -0.223, 0.028, -0.634, -0.288, 0.204, -0.276, -0.518, 0.361, -0.062, -0.265, -0.393, -0.237, -0.412, -0.207, -0.403, -0.512, 0.201, 0.221, 0.231, 0.228, 0.214, 0.224, 0.222, 0.224, 0.203, 0.212, 0.214, 0.169, 0.225, 0.229, 0.222, 0.217, 0.202, 0.228, 0.228, 0.214, 0.223, 0.244, 0.252, 0.190, 0.497],
  "de_lowest_ev": 0.000,
  "total_charge": 1,
  "total_energy_ha": -2790.8391,
  "lumo_energy_ev": -2.85,
  "orbital_gap_ev": 7.95
}